# 1
{"formula": "C5H4N2O", "method": "ωB97M-V/def2-TZVPD", "relative_energy_ev": 4.224, "gap_ev": 9.29, "max_force_ha_per_bohr": 0.1325, "charge": 0, "species": ["C", "C", "C", "C", "C", "H", "H", "H", "H", "N", "N", "O"], "coordinates": [[-1.548, -0.319, 0.047], [-0.402, 1.517, -0.255], [0.910, 0.775, 0.141], [1.253, -0.472, 0.270], [0.387, -1.623, -0.241], [-0.733, 2.846, -0.239], [1.909, 1.367, 0.597], [2.307, -0.593, 0.832], [0.918, -2.430, -0.711], [-1.534, 0.884, -0.506], [-0.844, -1.367, -0.522], [-2.623, -0.585, 0.588]], "lowdin_charge": [-0.64, -0.06, -0.11, -0.12, -0.07, 0.21, 0.15, 0.14, 0.10, 0.12, 0.17, 0.10]}

# 2
{"formula": "C5H4N2O", "method": "ωB97M-V/def2-TZVPD", "smiles": "c1cn2cncc2o1", "relative_energy_ev": 2.523, "gap_ev": 9.01, "max_force_ha_per_bohr": 0.0774, "charge": 0, "species": ["C", "C", "N", "C", "N", "C", "C", "O", "H", "H", "H", "H"], "coordinates": [[-0.865, 1.198, -1.239], [0.092, 0.323, -1.624], [0.422, -0.160, -0.334], [1.063, -1.209, 0.287], [0.687, -1.405, 1.543], [-0.061, -0.342, 1.907], [-0.406, 0.342, 0.728], [-1.151, 1.342, 0.156], [-1.800, 1.706, -1.575], [0.785, 0.232, -2.468], [1.499, -2.134, -0.286], [-0.264, 0.106, 2.904]], "lowdin_charge": [-0.06, 0.02, -0.02, -0.19, 0.03, -0.12, -0.22, 0.03, 0.14, 0.13, 0.15, 0.12]}

# 3
{"formula": "C5H4N2O", "method": "ωB97M-V/def2-TZVPD", "smiles": "[H]/N=c1/o[nH]cc1C#C", "relative_energy_ev": 6.250, "gap_ev": 8.47, "max_force_ha_per_bohr": 0.1308, "charge": 0, "species": ["H", "N", "C", "O", "N", "C", "C", "C", "C", "H", "H", "H"], "coordinates": [[-1.099, 2.033, 0.373], [-0.101, 2.159, -0.064], [0.419, 0.950, -0.115], [1.860, 0.965, 0.033], [2.131, -0.415, 0.078], [1.039, -1.241, 0.074], [-0.061, -0.420, -0.094], [-1.579, -0.276, -0.268], [-2.854, -0.219, 0.028], [2.737, -0.885, -0.531], [1.342, -2.187, -0.104], [-3.834, -0.463, 0.588]], "lowdin_charge": [0.08, 0.10, -0.38, 0.03, -0.01, 0.01, -0.15, -0.06, 0.09, 0.12, 0.10, 0.07]}

# 4
{"formula": "C5H4N2O", "method": "ωB97M-V/def2-TZVPD", "relative_energy_ev": 4.290, "gap_ev": 8.97, "max_force_ha_per_bohr": 0.1933, "charge": 0, "species": ["C", "C", "C", "C", "C", "H", "H", "H", "H", "N", "N", "O"], "coordinates": [[1.800, -0.290, 0.029], [0.709, -1.434, -0.016], [-0.536, -0.747, -0.046], [-1.638, 0.903, -0.133], [1.014, 0.925, 0.089], [2.864, -0.086, -0.021], [0.852, -2.607, -0.168], [-1.788, 2.133, -0.054], [1.398, 1.980, 0.310], [-2.529, -0.037, 0.134], [-0.363, 0.524, -0.159], [-1.783, -1.263, 0.034]], "lowdin_charge": [-0.03, 0.00, -0.42, -0.14, -0.06, 0.08, 0.13, 0.20, 0.12, 0.11, -0.03, 0.04]}

# 5
{"formula": "C5H4N2O", "method": "ωB97M-V/def2-TZVPD", "relative_energy_ev": 6.755, "gap_ev": 8.71, "max_force_ha_per_bohr": 0.1765, "charge": 0, "species": ["C", "C", "C", "C", "C", "H", "H", "H", "H", "N", "N", "O"], "coordinates": [[-1.617, -0.160, 0.241], [0.436, -1.164, -0.359], [1.054, 0.141, -0.395], [2.395, 0.238, -0.021], [0.200, 1.384, -0.272], [-1.999, 0.081, -1.019], [-2.813, -0.306, 1.029], [-1.032, 0.887, 0.929], [1.129, -2.105, -0.088], [3.580, -0.035, 0.203], [-0.448, 2.379, -0.125], [-0.886, -1.340, -0.123]], "lowdin_charge": [-0.16, -0.03, -0.21, -0.20, -0.24, 0.17, 0.18, 0.16, 0.20, 0.15, 0.13, -0.16]}

# 6
{"formula": "C5H4N2O", "method": "ωB97M-V/def2-TZVPD", "smiles": "C1=CN1c1cnco1", "relative_energy_ev": 4.404, "gap_ev": 9.14, "max_force_ha_per_bohr": 0.0601, "charge": 0, "species": ["C", "C", "N", "C", "C", "N", "C", "O", "H", "H", "H", "H"], "coordinates": [[2.086, 0.059, -0.856], [2.168, -0.047, 0.431], [1.117, -0.866, -0.086], [-0.158, -0.365, 0.151], [-0.782, 0.857, 0.444], [-2.156, 0.696, 0.228], [-2.252, -0.507, -0.264], [-1.080, -1.210, -0.333], [1.892, 0.829, -1.542], [2.589, -0.123, 1.372], [-0.306, 1.669, 0.947], [-3.118, -0.992, -0.493]], "lowdin_charge": [0.07, -0.03, -0.01, -0.34, -0.06, 0.08, -0.17, 0.09, 0.09, 0.09, 0.09, 0.10]}

# 7
{"formula": "C5H4N2O2", "method": "ωB97M-V/def2-TZVPD", "smiles": "C1#CCO/N=C\\O/N=C\\1", "relative_energy_ev": 7.380, "gap_ev": 9.77, "max_force_ha_per_bohr": 0.0355, "charge": 0, "species": ["C", "C", "C", "O", "N", "C", "O", "N", "C", "H", "H", "H", "H"], "coordinates": [[-1.012, -1.308, -0.366], [0.169, -1.312, -0.067], [1.524, -1.014, 0.372], [2.051, 0.168, -0.279], [1.331, 1.328, -0.528], [0.166, 1.625, -0.082], [-0.603, 0.879, 0.721], [-1.960, 0.767, 0.134], [-2.099, -0.404, -0.351], [2.231, -1.772, 0.059], [1.532, -0.988, 1.487], [-0.280, 2.624, -0.304], [-3.050, -0.594, -0.796]], "lowdin_charge": [0.02, 0.04, -0.16, -0.12, 0.08, -0.24, -0.12, 0.13, -0.15, 0.12, 0.14, 0.14, 0.11]}

# 8
{"formula": "C5H4N2O2", "method": "ωB97M-V/def2-TZVPD", "smiles": "O=C=C/C=C\\NC#[N+][O-]", "relative_energy_ev": 5.762, "gap_ev": 8.45, "max_force_ha_per_bohr": 0.0963, "charge": 0, "species": ["O", "C", "C", "C", "C", "N", "C", "N", "O", "H", "H", "H", "H"], "coordinates": [[-0.298, 3.744, 1.149], [-0.343, 2.659, 0.755], [-0.477, 1.489, 0.218], [-0.813, 0.313, 1.082], [-0.678, -0.924, 0.719], [-0.202, -1.497, -0.478], [0.845, -0.987, -1.182], [1.798, -1.242, -1.838], [2.836, -1.193, -2.444], [-0.071, 1.410, -0.855], [-1.338, 0.470, 2.070], [-0.731, -1.871, 1.427], [-0.529, -2.371, -0.621]], "lowdin_charge": [0.20, -0.21, -0.09, -0.12, -0.18, 0.02, -0.04, -0.10, 0.01, 0.14, 0.13, 0.16, 0.09]}

# 9
{"formula": "C5H4N2S", "method": "ωB97M-V/def2-TZVPD", "relative_energy_ev": 5.080, "gap_ev": [7.78, 6.67], "max_force_ha_per_bohr": 0.0705, "charge": 0, "species": ["C", "C", "C", "C", "C", "N", "N", "S", "H", "H", "H", "H"], "coordinates": [[0.699, -1.261, 0.003], [2.010, -1.291, -0.141], [0.153, 0.106, 0.027], [1.098, 1.055, 0.174], [-1.946, 1.519, 0.061], [-1.190, 0.346, -0.001], [-1.745, 2.726, -0.083], [2.672, 0.344, 0.038], [0.211, -2.248, 0.027], [2.635, -2.098, -0.071], [-1.561, -0.490, -0.387], [-3.035, 1.294, 0.353]], "lowdin_charge": [-0.15, -0.39, -0.43, -0.23, -0.36, 0.04, 0.18, 0.91, 0.12, 0.04, 0.12, 0.14]}

# 10
{"formula": "C5H4N4O", "method": "ωB97M-V/def2-TZVPD", "smiles": "O=C=N/C=N\\n1ccnc1", "relative_energy_ev": 2.101, "gap_ev": 9.33, "max_force_ha_per_bohr": 0.1146, "charge": 0, "species": ["O", "C", "N", "C", "N", "N", "C", "C", "N", "C", "H", "H", "H", "H"], "coordinates": [[3.962, 1.162, -0.028], [3.105, 0.388, 0.041], [2.311, -0.483, -0.019], [1.342, -1.406, 0.050], [0.075, -1.400, 0.145], [-0.684, -0.352, 0.195], [-2.093, -0.419, 0.026], [-2.522, 0.891, -0.170], [-1.420, 1.715, -0.120], [-0.332, 0.971, 0.011], [1.668, -2.368, 0.078], [-2.438, -1.328, 0.159], [-3.536, 1.095, -0.380], [0.561, 1.534, 0.012]], "lowdin_charge": [0.19, -0.30, 0.19, -0.18, 0.09, -0.12, 0.00, -0.12, 0.04, -0.13, 0.09, 0.06, 0.08, 0.10]}

What did the first record say?
{"formula": "C5H4N2O", "method": "ωB97M-V/def2-TZVPD", "relative_energy_ev": 4.224, "gap_ev": 9.29, "max_force_ha_per_bohr": 0.1325, "charge": 0, "species": ["C", "C", "C", "C", "C", "H", "H", "H", "H", "N", "N", "O"], "coordinates": [[-1.548, -0.319, 0.047], [-0.402, 1.517, -0.255], [0.910, 0.775, 0.141], [1.253, -0.472, 0.270], [0.387, -1.623, -0.241], [-0.733, 2.846, -0.239], [1.909, 1.367, 0.597], [2.307, -0.593, 0.832], [0.918, -2.430, -0.711], [-1.534, 0.884, -0.506], [-0.844, -1.367, -0.522], [-2.623, -0.585, 0.588]], "lowdin_charge": [-0.64, -0.06, -0.11, -0.12, -0.07, 0.21, 0.15, 0.14, 0.10, 0.12, 0.17, 0.10]}

Repeat the seventh record exactly.
{"formula": "C5H4N2O2", "method": "ωB97M-V/def2-TZVPD", "smiles": "C1#CCO/N=C\\O/N=C\\1", "relative_energy_ev": 7.380, "gap_ev": 9.77, "max_force_ha_per_bohr": 0.0355, "charge": 0, "species": ["C", "C", "C", "O", "N", "C", "O", "N", "C", "H", "H", "H", "H"], "coordinates": [[-1.012, -1.308, -0.366], [0.169, -1.312, -0.067], [1.524, -1.014, 0.372], [2.051, 0.168, -0.279], [1.331, 1.328, -0.528], [0.166, 1.625, -0.082], [-0.603, 0.879, 0.721], [-1.960, 0.767, 0.134], [-2.099, -0.404, -0.351], [2.231, -1.772, 0.059], [1.532, -0.988, 1.487], [-0.280, 2.624, -0.304], [-3.050, -0.594, -0.796]], "lowdin_charge": [0.02, 0.04, -0.16, -0.12, 0.08, -0.24, -0.12, 0.13, -0.15, 0.12, 0.14, 0.14, 0.11]}